(1)
11
Properties=species:S:1:pos:R:3 method="wB97M-V/def2-TZVPD" orbital_gap_ev=10.276 de_lowest_kcal_mol=20.4 total_energy_ev=-7661.56975
H -2.501 1.381 -0.136
N -1.532 1.516 0.132
C -0.829 0.456 0.017
C -1.342 -0.806 -0.527
N -1.803 -1.767 -0.977
N 0.461 0.448 0.458
C 1.520 -0.476 0.109
H 0.721 1.375 0.767
H 1.102 -1.456 -0.134
H 2.116 -0.130 -0.746
H 2.185 -0.600 0.969

(2)
11
Properties=species:S:1:pos:R:3 method="wB97M-V/def2-TZVPD" orbital_gap_ev=9.902 de_lowest_kcal_mol=81.1 total_energy_ev=-7658.94036
C 1.579 -0.928 1.239
C 1.015 -1.734 0.160
N 0.532 -2.341 -0.699
N -1.806 2.620 -1.588
N -1.525 1.539 -1.053
C -1.090 0.587 -0.482
H 1.093 0.053 1.234
H 1.400 -1.412 2.202
H 2.655 -0.801 1.096
H -2.764 2.871 -1.331
H -1.090 -0.454 -0.779

(3)
11
Properties=species:S:1:pos:R:3 method="wB97M-V/def2-TZVPD" orbital_gap_ev=9.541 de_lowest_kcal_mol=54.0 total_energy_ev=-7660.11313 smiles=Nc1cn[nH]c1
N -1.823 -0.230 -0.049
C -0.463 0.063 -0.368
C 0.131 1.338 -0.073
N 1.421 1.247 0.086
N 1.763 -0.114 -0.081
C 0.591 -0.781 -0.487
H -1.768 -0.271 1.036
H -2.010 -1.160 -0.450
H -0.400 2.267 0.148
H 1.910 -0.512 0.916
H 0.648 -1.846 -0.678